(1)
The following is a quantum chemistry calculation of C39H34ClN3SSi2Sr as an isolated structure in a non-equilibrium geometry, from OMol25.

Its LUMO energy (spin up / spin down) is -0.81 / -1.03 eV. The total charge is 0.

Element x y z (Å)
C1 2.7279 3.7622 2.1416
C2 2.9768 3.4860 0.7622
C3 1.7809 3.7633 0.0336
H1 3.9213 3.1539 0.3210
C4 0.7927 4.2040 0.9654
C5 1.3830 4.2071 2.2620
H2 0.9275 4.5575 3.1869
H3 3.4760 3.6933 2.9362
H4 1.6212 3.6325 -1.0426
H5 -0.2397 4.4734 0.7440
Sr1 0.7761 1.4141 1.2053
Si1 -0.5224 -0.5969 -3.5361
C6 -0.2033 -2.4239 -3.8162
C7 -1.2960 -3.3112 -3.6708
H6 -2.2658 -2.9790 -3.2551
C8 -1.2377 -4.6645 -4.0039
H7 -2.0916 -5.3176 -3.8065
C9 -0.0832 -5.1998 -4.5672
H8 -0.0395 -6.2656 -4.8484
C10 0.9827 -4.3285 -4.8090
H9 1.8933 -4.7536 -5.2547
C11 0.9304 -2.9777 -4.4339
H10 1.8180 -2.3648 -4.5912
C12 -2.2342 -0.5293 -4.3436
C13 -2.4051 -1.1303 -5.6066
H11 -1.5340 -1.5065 -6.1541
C14 -3.6795 -1.2763 -6.1538
H12 -3.7909 -1.7259 -7.1346
C15 -4.8092 -0.8420 -5.4562
H13 -5.8099 -0.9504 -5.8785
C16 -4.6509 -0.2732 -4.1910
H14 -5.5106 0.0670 -3.6085
C17 -3.3737 -0.1012 -3.6540
H15 -3.3102 0.3759 -2.6786
H16 0.5117 0.3473 -4.1097
Si2 -1.8451 -2.7366 -0.6854
C18 -1.9519 -0.9107 -0.9498
C19 -0.9443 -0.1810 -1.7774
H17 0.1014 -0.5564 -1.6374
C20 -1.0941 1.2691 -1.9303
H18 -0.3530 1.8091 -2.5336
C21 -2.0915 1.9320 -1.2515
H19 -2.1313 3.0202 -1.2727
C22 -3.0212 1.2430 -0.4701
H20 -3.8082 1.7821 0.0451
C23 -2.9154 -0.1392 -0.3072
H21 -3.5948 -0.6548 0.3688
C24 0.0375 -3.0199 -0.6487
C25 0.9712 -1.9898 -0.4217
H22 0.6537 -1.0953 0.1107
C26 2.2890 -2.0781 -0.8631
H23 2.9737 -1.2359 -0.7653
C27 2.7521 -3.2777 -1.4005
H24 3.7901 -3.4054 -1.7348
C28 1.8773 -4.3715 -1.4350
H25 2.2197 -5.3424 -1.7841
C29 0.5417 -4.2565 -1.0547
H26 -0.1549 -5.0872 -1.0788
H27 -2.2952 -3.0058 0.6539
Cl1 0.2461 -0.7726 2.5562
N1 0.9180 2.3302 6.3483
C30 2.2590 2.0418 6.5557
C31 3.0411 2.1897 7.6814
C32 4.4210 1.9559 7.5198
C33 4.9622 1.5779 6.2763
C34 4.1346 1.4373 5.1534
C35 2.7619 1.7026 5.2782
N2 1.7481 1.8022 4.3453
C36 0.6347 2.1555 5.0253
C37 -0.6830 2.4072 4.4699
C38 -1.7632 2.8933 5.1737
S1 -3.1326 3.0692 4.1456
C39 -2.1839 2.4864 2.7923
N3 -0.9212 2.2334 3.1090
H28 0.2449 2.6289 7.0471
H29 2.5649 2.4705 8.6266
H30 5.0821 2.0700 8.3743
H31 6.0391 1.3778 6.1993
H32 4.4917 1.1400 4.1732
H33 -1.7174 3.1434 6.2227
H34 -2.5864 2.3284 1.7961

(2)
The following is a quantum chemistry calculation of C39H34CrINO3P2 as an isolated structure in a non-equilibrium geometry, from OMol25.

Its LUMO energy (spin up / spin down) is -0.30 / -0.41 eV. As for the spin multiplicity: 5. The total charge is 0.

Element x y z (Å)
Cr1 1.4961 -0.2483 -0.0879
O1 2.6157 -1.2628 3.4670
C1 1.6600 -1.1701 2.6307
O2 1.5084 -0.2312 1.7876
C2 0.5959 -2.2532 2.6962
C3 0.3253 -2.8250 3.9604
C4 -0.6505 -3.8054 4.1292
C5 -1.3794 -4.2400 3.0324
C6 -1.1225 -3.6990 1.7709
C7 -0.1334 -2.7085 1.5722
P1 0.1944 -2.0661 -0.1090
C8 0.7940 -3.4805 -1.0819
C9 1.2459 -4.6776 -0.5088
C10 1.7399 -5.7197 -1.3016
C11 1.8129 -5.5750 -2.6841
C12 1.4034 -4.3835 -3.2737
C13 0.9086 -3.3455 -2.4785
C14 -1.4946 -1.7250 -0.7073
C15 -2.2422 -2.5790 -1.5309
C16 -3.5308 -2.2303 -1.9497
C17 -4.0957 -1.0231 -1.5460
C18 -3.3740 -0.1648 -0.7217
C19 -2.0858 -0.5135 -0.3077
H1 0.8968 -2.4800 4.8221
H2 -0.8347 -4.2186 5.1155
H3 -2.1446 -5.0004 3.1503
H4 -1.7007 -4.0708 0.9293
H5 1.2454 -4.8107 0.5709
H6 2.0854 -6.6344 -0.8280
H7 2.2093 -6.3795 -3.2960
H8 1.4816 -4.2488 -4.3485
H9 0.6192 -2.4119 -2.9588
H10 -1.8388 -3.5356 -1.8506
H11 -4.0907 -2.9070 -2.5885
H12 -5.0967 -0.7530 -1.8685
H13 -3.8049 0.7768 -0.3940
H14 -1.5340 0.1689 0.3415
N1 5.3465 0.7628 0.0458
C20 3.9913 0.7967 0.0503
O3 3.3725 -0.2483 -0.0879
C21 3.2051 2.0766 0.2196
I1 4.3301 3.8927 0.4597
H15 5.8393 -0.1349 -0.0729
H16 5.9179 1.6092 0.1577
H17 2.5551 1.9795 1.1144
H18 2.5551 2.2155 -0.6698
C22 2.4246 5.6340 0.7084
C23 2.7092 4.8454 -0.4011
C24 1.9990 3.6611 -0.6170
C25 0.9820 3.2468 0.2643
C26 0.7223 4.0509 1.3833
C27 1.4339 5.2358 1.6017
P2 0.1171 1.6776 -0.0879
C28 -1.2224 1.6053 1.1422
C29 -2.4828 2.1970 0.9800
C30 -3.4574 2.1025 1.9793
C31 -3.1891 1.4119 3.1576
C32 -1.9467 0.8127 3.3379
C33 -0.9740 0.9075 2.3387
C34 -0.7391 2.0147 -1.6629
C35 -1.0968 3.2987 -2.1035
C36 -1.7373 3.4864 -3.3320
C37 -2.0280 2.3930 -4.1428
C38 -1.6823 1.1113 -3.7245
C39 -1.0449 0.9241 -2.4946
H19 2.9763 6.5542 0.8803
H20 3.4847 5.1468 -1.1005
H21 2.2457 3.0622 -1.4924
H22 -0.0376 3.7770 2.1107
H23 1.2129 5.8446 2.4746
H24 -2.7342 2.7469 0.0779
H25 -4.4276 2.5703 1.8323
H26 -3.9478 1.3394 3.9322
H27 -1.7310 0.2701 4.2545
H28 -0.0099 0.4303 2.5074
H29 -0.8904 4.1754 -1.4934
H30 -2.0068 4.4892 -3.6532
H31 -2.5229 2.5396 -5.0990
H32 -1.9058 0.2541 -4.3543
H33 -0.7846 -0.0889 -2.1930
H34 1.4961 -0.2483 -1.7809

(3)
The following is a quantum chemistry calculation of a 6-piece molecular cluster, C39H34FO24S overall in a non-equilibrium geometry, from OMol25.

Its LUMO energy is -4.17 eV. The total charge is +1.

Element x y z (Å)
C1 -3.3517 1.1540 2.0698
C2 -4.0300 -0.2095 2.1925
C3 -3.1456 -1.4078 2.2492
O1 -3.4975 -2.4961 1.8790
O2 -1.8804 -1.2184 2.7670
C4 -0.8235 -1.5669 1.9015
C5 -0.9029 -0.7662 0.6180
S1 0.5173 -1.1179 -0.4032
C6 0.1372 -0.1196 -1.8270
C7 1.2108 -0.2690 -2.8880
O3 2.1406 0.4928 -2.9125
C8 1.8987 -0.2489 0.3289
C9 1.4800 1.0572 0.9479
O4 1.3810 2.0706 0.3334
F1 1.2013 0.9881 2.2437
H1 -3.1165 1.3426 1.0272
H2 -2.4084 1.1539 2.6028
H3 -3.9651 1.9533 2.4528
H4 -4.6732 -0.2331 3.0669
H5 -4.6669 -0.3860 1.3346
H6 -0.7794 -2.6369 1.7196
H7 0.0880 -1.2902 2.4204
H8 -1.7504 -1.0068 -0.0178
H9 -0.8962 0.2983 0.8401
H10 0.0911 0.9176 -1.5081
H11 -0.8571 -0.4579 -2.1079
H12 1.1036 -1.0661 -3.6259
H13 2.3623 -0.9048 1.0561
H14 2.5745 -0.0103 -0.4829
C10 4.0514 2.7212 3.3076
C11 3.7035 3.9491 3.7178
C12 4.7328 4.9754 4.1346
O5 4.3043 6.0623 4.4715
C13 6.1322 4.6035 4.1080
C14 6.4763 3.3720 3.7001
C15 5.4494 2.3561 3.2613
O6 5.8567 1.2706 2.8850
O7 7.7230 2.9409 3.6406
O8 2.4592 4.3778 3.7991
H15 3.3242 1.9826 3.0098
H16 6.8603 5.3383 4.4205
H17 7.6908 2.0217 3.3114
H18 2.5150 5.3010 4.1254
C16 -0.5129 5.6589 2.0140
C17 -0.1837 6.9336 2.2760
C18 -0.9543 7.7776 3.2662
O9 -0.5594 8.9130 3.4399
C19 -2.0967 7.1876 3.9372
C20 -2.4226 5.9153 3.6721
C21 -1.6401 5.0700 2.6962
O10 -2.0172 3.9181 2.5373
O11 -3.4438 5.2871 4.2327
O12 0.8289 7.5595 1.7113
H19 0.0372 5.0484 1.3126
H20 -2.6500 7.7992 4.6354
H21 -3.4417 4.3811 3.8694
H22 0.8406 8.4645 2.0854
C22 -0.6769 -7.9825 0.5577
C23 -0.0912 -6.7851 0.6745
C24 -0.7548 -5.6340 1.3859
O13 -0.1249 -4.5801 1.4437
C25 -2.0664 -5.8121 1.9431
C26 -2.6631 -7.0134 1.8297
C27 -1.9953 -8.1813 1.1345
O14 -2.6133 -9.2244 1.0987
O15 -3.8584 -7.2809 2.3016
O16 1.1098 -6.5032 0.1868
H23 -0.2095 -8.8156 0.0526
H24 -2.5374 -4.9700 2.4321
H25 -4.0458 -8.2186 2.0896
H26 1.2942 -5.5778 0.4325
C28 -6.2364 -0.5741 -2.2839
C29 -5.0876 -1.1742 -1.9443
C30 -3.7540 -0.7041 -2.4696
O17 -2.7589 -1.3107 -2.0716
C31 -3.7106 0.4030 -3.3816
C32 -4.8619 1.0086 -3.7333
C33 -6.2035 0.5579 -3.1904
O18 -7.1742 1.1846 -3.5568
O19 -4.9265 2.0230 -4.5569
O20 -5.0257 -2.2116 -1.1234
H27 -7.1965 -0.9006 -1.9107
H28 -2.7525 0.7213 -3.7681
H29 -5.8727 2.2689 -4.6364
H30 -4.0896 -2.4698 -1.0426
C34 4.8201 -3.9313 -7.0176
C35 5.4984 -2.7800 -7.1513
C36 5.0052 -1.4821 -6.5543
O21 5.6965 -0.4970 -6.7111
C37 3.7411 -1.4837 -5.8314
C38 3.0727 -2.6342 -5.7086
C39 3.5754 -3.9342 -6.2836
O22 2.8800 -4.9143 -6.0826
O23 1.9092 -2.7626 -5.0724
O24 6.6406 -2.6749 -7.8009
H31 5.1663 -4.8646 -7.4380
H32 3.3915 -0.5469 -5.4185
H33 1.6767 -3.7128 -5.1487
H34 6.9176 -1.7392 -7.7435

(4)
The following is a quantum chemistry calculation of C39H34GeN3O3P2ReSSe2 as an isolated structure, from OMol25.

Its LUMO energy (spin up / spin down) is -9.63 / -9.84 eV. As for the energy above the lowest of the compared OMol25 structures with the same formula, charge and spin: 170.0 kJ/mol. As for the spin multiplicity: 2. The total charge is +3.

Element x y z (Å)
Re1 -0.8260 -2.1361 0.9821
Se1 4.6316 1.8910 -0.2534
P1 2.5425 2.4532 -0.6483
C1 2.2640 2.8200 -2.3680
C2 2.0920 1.7529 -3.2541
C3 2.0350 2.0023 -4.6140
C4 2.1615 3.3055 -5.0875
C5 2.3575 4.3609 -4.2061
C6 2.4224 4.1239 -2.8407
C7 1.9776 3.7426 0.4516
C8 1.0783 4.7153 0.0127
C9 0.6363 5.6821 0.9027
C10 1.0861 5.6782 2.2175
C11 1.9844 4.7095 2.6517
C12 2.4401 3.7426 1.7716
C13 1.7352 0.8915 -0.2196
C14 0.4708 0.4224 0.1026
N1 0.6811 -0.8801 0.4929
N2 1.9675 -1.1794 0.3775
N3 2.6061 -0.1264 -0.0223
P2 -1.1140 1.2241 0.1902
Se2 -0.5292 -2.7124 3.0202
C15 -1.4896 1.7209 1.8303
C16 -0.4674 1.7074 2.7850
C17 -0.7519 2.1156 4.0780
C18 -2.0371 2.5254 4.4089
C19 -3.0533 2.5336 3.4559
C20 -2.7880 2.1348 2.1600
C21 -1.3691 2.4035 -1.0812
C22 -1.0339 2.0570 -2.3979
C23 -1.3025 2.9526 -3.4175
C24 -1.9094 4.1724 -3.1262
C25 -2.2445 4.5094 -1.8181
C26 -1.9701 3.6310 -0.7842
H1 2.0305 0.7339 -2.8878
H2 1.9158 1.1821 -5.3095
H3 2.1305 3.4947 -6.1524
H4 2.4817 5.3673 -4.5822
H5 2.6072 4.9458 -2.1608
H6 0.7414 4.7313 -1.0148
H7 -0.0394 6.4565 0.5638
H8 0.7541 6.4483 2.9012
H9 2.3521 4.7261 3.6689
H10 3.1674 3.0098 2.0982
H11 0.5336 1.3875 2.5246
H12 0.0284 2.1100 4.8269
H13 -2.2543 2.8384 5.4217
H14 -4.0510 2.8484 3.7297
H15 -3.5799 2.1300 1.4210
H16 -0.5533 1.1089 -2.6146
H17 -1.0369 2.7054 -4.4367
H18 -2.1226 4.8658 -3.9294
H19 -2.7161 5.4597 -1.6070
H20 -2.2078 3.8990 0.2365
C27 -3.7219 -0.8499 -2.1384
S1 -2.4398 -1.2088 -1.0207
O1 -2.8145 -2.2746 -0.0944
O2 -1.1351 -1.4271 -1.5765
O3 -2.3016 0.0770 -0.0710
H21 -3.3177 -0.1982 -2.9128
H22 -4.5388 -0.3789 -1.5920
H23 -4.0300 -1.8154 -2.5470
Ge1 0.1750 -4.4185 0.2165
C28 -1.2560 -5.7084 0.3793
C29 -1.0909 -6.9227 -0.2876
C30 -2.0726 -7.8992 -0.1983
C31 -3.2161 -7.6705 0.5549
C32 -3.3864 -6.4668 1.2210
C33 -2.4059 -5.4852 1.1362
C34 1.8457 -4.8297 1.0504
C35 3.0388 -4.6633 0.3500
C36 4.2413 -5.0094 0.9535
C37 4.2472 -5.5126 2.2469
C38 3.0576 -5.6834 2.9441
C39 1.8524 -5.3513 2.3440
H24 0.3694 -3.8687 -1.2134
H25 -0.1995 -7.1208 -0.8720
H26 -1.9393 -8.8416 -0.7123
H27 -3.9757 -8.4372 0.6279
H28 -4.2748 -6.2936 1.8138
H29 -2.5525 -4.5530 1.6732
H30 3.0364 -4.2702 -0.6596
H31 5.1693 -4.8939 0.4098
H32 5.1844 -5.7882 2.7116
H33 3.0667 -6.0975 3.9435
H34 0.9197 -5.5348 2.8700

(5)
The following is a quantum chemistry calculation of C39H34HgN17OS2 as an isolated structure in a non-equilibrium geometry, from OMol25.

Its LUMO energy (spin up / spin down) is 3.93 / 3.93 eV. As for the energy above the lowest of the compared OMol25 structures with the same formula, charge and spin: 187.0 kJ/mol. As for the spin multiplicity: 2. The total charge is -2.

Element x y z (Å)
Hg1 -0.3032 0.2784 -0.2064
C1 -2.0538 -3.9162 -1.4860
C2 -1.5968 -2.8361 -0.7557
N1 -1.6695 -1.5985 -1.2359
C3 -2.1799 -1.4139 -2.4483
C4 -2.6211 -2.5264 -3.1753
N2 -2.5666 -3.7641 -2.7049
C5 -2.2553 -0.0170 -2.9643
C6 -2.7185 0.2536 -4.2269
C7 -2.7678 1.5913 -4.7167
C8 -2.2865 2.5672 -3.7958
C9 -1.8372 2.2001 -2.5542
N3 -1.8330 0.9294 -2.1036
C10 -1.3388 3.2119 -1.5862
C11 -0.9498 4.5086 -1.9571
N4 -0.5301 5.4049 -1.0780
C12 -0.4876 5.0107 0.1974
C13 -0.8371 3.7264 0.5721
N5 -1.2482 2.8324 -0.3211
C14 -3.2537 1.9290 -6.0166
C15 -3.6509 0.9627 -6.9805
C16 -4.1110 1.3495 -8.2185
N6 -4.2355 2.6176 -8.6430
C17 -3.8622 3.5367 -7.7381
C18 -3.3873 3.2675 -6.4749
H1 -1.9896 -4.9200 -1.0842
H2 -1.1478 -2.9611 0.2214
H3 -3.0335 -2.4101 -4.1678
H4 -3.0528 -0.5542 -4.8583
H5 -2.2868 3.6103 -4.0686
H6 -0.9581 4.8097 -2.9961
H7 -0.1544 5.7350 0.9331
H8 -0.8122 3.3856 1.6028
H9 -3.5895 -0.0965 -6.7693
H10 -4.4017 0.5806 -8.9303
H11 -3.9529 4.5742 -8.0509
H12 -3.1311 4.1060 -5.8415
N7 -0.5428 -1.8541 2.9806
C19 0.5297 -2.2767 2.2129
N8 1.3104 -3.2890 2.5987
N9 2.1912 -3.4177 1.6032
N10 1.9193 -2.5393 0.7014
N11 0.8691 -1.7847 1.0357
C20 -1.1822 -0.6294 2.8879
N12 -1.8719 -0.1561 3.9151
N13 -2.3432 1.0306 3.4889
N14 -1.9669 1.2597 2.2789
N15 -1.2134 0.2107 1.8543
H13 -0.5232 -2.2122 3.9224
N16 0.9523 -0.3560 -3.4189
C21 2.0237 -0.4341 -2.4230
N17 3.3326 -0.1256 -3.0612
S1 1.7427 0.9728 -1.2575
H14 1.2379 -0.8872 -4.2374
H15 0.8953 0.6145 -3.7080
H16 3.7619 -1.0139 -3.3080
H17 3.9531 0.2715 -2.3622
C22 5.7031 -3.1024 -0.0575
C23 5.2812 -1.7472 0.0290
C24 4.0447 -1.3413 -0.3558
C25 3.0212 -2.2871 -0.8074
C26 2.0501 -1.8479 -1.8324
C27 1.2485 -2.8202 -2.3557
C28 1.4628 -4.2064 -2.1140
C29 2.6549 -4.5901 -1.5706
C30 3.5435 -3.6329 -1.0439
C31 4.8298 -4.0004 -0.5897
H18 6.6912 -3.3993 0.2726
H19 5.9689 -0.9985 0.4057
H20 3.7574 -0.3018 -0.2469
H21 0.4571 -2.5358 -3.0367
H22 0.7680 -4.9341 -2.5179
H23 2.9457 -5.6370 -1.5519
H24 5.1081 -5.0463 -0.6947
C32 7.2368 2.6037 0.7403
C33 5.8872 2.2928 1.3321
C34 4.7338 2.8825 0.8189
C35 3.4837 2.5416 1.3072
C36 3.3833 1.6108 2.3326
C37 4.5130 1.0101 2.8565
C38 5.7594 1.3631 2.3589
S2 1.7833 1.0294 2.8769
C39 1.2418 2.5218 3.7088
O1 2.0510 0.0306 3.9522
H25 7.2364 3.5725 0.2383
H26 7.5149 1.8484 -0.0004
H27 8.0154 2.6149 1.5051
H28 4.8115 3.5920 0.0021
H29 2.5921 2.9678 0.8583
H30 4.3902 0.2554 3.6237
H31 6.6481 0.8823 2.7548
H32 1.9152 2.7255 4.5410
H33 0.2291 2.3120 4.0585
H34 1.2300 3.3529 3.0019

- total charge of number 2 (C39H34CrINO3P2)?
  0